# 1
ORCA calculation (the ωB97M-V functional and the def2-TZVPD basis) on a cluster of 2 separate species, C2H3N3O2 in total in a non-equilibrium geometry.

Properties
HOMO energy ... -9.6 eV
Largest force on an atom ... 0.0277 hartree/bohr
Energy relative to the best compared isomer or geometry (same formula, charge and spin) ... 342.0 kJ/mol
Frontier orbital gap ... 8.78 eV
2S+1 ... 1
M ... 101.06 g mol⁻¹

Element x y z (Å)
H1 -2.401 0.604 -0.599
O1 1.047 -1.557 0.641
N1 -1.888 -0.008 0.015
N2 0.329 0.571 -0.712
C1 -0.537 -0.136 -0.123
C2 3.170 0.380 -0.026
H2 -0.082 1.385 -1.168
O2 2.945 0.954 0.931
H3 -2.384 -0.796 0.402
N3 -0.132 -1.372 0.630


# 2
ORCA calculation (the ωB97M-V functional and the def2-TZVPD basis) on a cluster of 2 separate species, C2H3N3O2 in total in a non-equilibrium geometry.

Properties
HOMO energy ... -8.9 eV
SMILES ... NN=C=O.N=C=O
Largest force on an atom ... 0.1069 hartree/bohr
Energy relative to the best compared isomer or geometry (same formula, charge and spin) ... 251.0 kJ/mol
Frontier orbital gap ... 9.49 eV
2S+1 ... 1
M ... 101.06 g mol⁻¹

Element x y z (Å)
N1 -0.931 -0.643 0.360
O1 2.788 0.487 1.029
H1 -2.211 0.614 1.489
C1 2.387 0.890 0.007
N2 1.776 1.138 -0.999
H2 1.791 1.804 -1.756
O2 -0.006 -2.394 -0.788
H3 -2.878 -0.413 0.275
N3 -2.135 0.071 0.667
C2 -0.580 -1.554 -0.285


# 3
ORCA calculation (the ωB97M-V functional and the def2-TZVPD basis) on an isolated molecule of C2H3N3O2 in a non-equilibrium geometry.

Properties
HOMO energy (alpha / beta) ... -7.8 / -10.9 eV
Largest force on an atom ... 0.1485 hartree/bohr
Energy relative to the best compared isomer or geometry (same formula, charge and spin) ... 410.0 kJ/mol
Frontier orbital gap (alpha / beta) ... 8.47 / 6.21 eV
2S+1 ... 3
M ... 101.06 g mol⁻¹

Element x y z (Å)
C1 -0.113 -0.006 -0.445
N1 0.497 -2.528 -0.142
O1 0.744 2.137 -0.454
N2 0.970 1.016 -0.122
H1 -0.595 0.339 1.387
O2 1.907 0.580 0.467
H2 -0.714 0.142 -1.425
C2 0.279 -1.410 -0.385
N3 -1.200 0.251 0.560
H3 -1.775 -0.520 0.558


# 4
ORCA calculation (the ωB97M-V functional and the def2-TZVPD basis) on a structure of composition C2H3N3O3 in a non-equilibrium geometry.

Properties
HOMO energy ... -9.1 eV
Largest force on an atom ... 0.1947 hartree/bohr
Energy relative to the best compared isomer or geometry (same formula, charge and spin) ... 726.0 kJ/mol
Frontier orbital gap ... 9.41 eV
2S+1 ... 1
M ... 117.06 g mol⁻¹

Element x y z (Å)
N1 -0.961 -0.815 -0.437
C1 0.728 0.392 0.123
H1 -1.113 -1.856 -0.346
H2 3.507 0.197 -0.649
C2 -1.920 -0.010 0.075
H3 -3.094 -0.363 0.166
O1 0.018 -0.707 0.671
N2 -1.565 1.140 0.246
O2 2.663 -0.248 0.144
O3 -0.150 1.505 0.000
N3 1.888 0.764 0.006


# 5
ORCA calculation (the ωB97M-V functional and the def2-TZVPD basis) on a structure of composition C2H3N3O3 in a non-equilibrium geometry.

Properties
HOMO energy ... -8.7 eV
Largest force on an atom ... 0.1918 hartree/bohr
Energy relative to the best compared isomer or geometry (same formula, charge and spin) ... 459.6 kJ/mol
Frontier orbital gap ... 8.71 eV
2S+1 ... 1
M ... 117.06 g mol⁻¹

Element x y z (Å)
H1 -3.223 0.214 -0.046
N1 0.846 -0.800 0.266
C1 0.578 0.530 0.000
O1 -2.480 -0.622 -0.182
N2 1.279 1.573 -0.227
O2 2.039 -1.338 -0.278
C2 -1.229 -0.392 -0.062
H2 2.700 -1.088 0.723
O3 -0.755 0.846 0.189
H3 0.592 2.292 -0.314
N3 -0.346 -1.214 -0.069


# 6
ORCA calculation (the ωB97M-V functional and the def2-TZVPD basis) on an isolated molecule of C2H3N3O4S in a non-equilibrium geometry.

Properties
HOMO energy ... -11.4 eV
SMILES ... CS(=O)(=O)N(C#N)[N+](=O)[O-]
Largest force on an atom ... 0.0888 hartree/bohr
Energy relative to the best compared isomer or geometry (same formula, charge and spin) ... 185.0 kJ/mol
Frontier orbital gap ... 10.83 eV
2S+1 ... 1
M ... 165.13 g mol⁻¹

Element x y z (Å)
O1 2.830 -0.139 0.137
N1 1.792 0.460 0.197
S1 -0.989 0.597 -0.552
O2 -0.941 1.908 -0.973
O3 -1.665 -0.352 -1.398
N2 1.016 -2.191 -1.791
C1 0.991 -1.173 -1.261
H1 -2.106 0.492 1.665
H2 -0.387 0.150 1.706
C2 -1.288 0.019 1.121
O4 1.421 1.307 0.972
H3 -1.476 -1.091 0.851
N3 0.802 0.014 -0.676


# 7
ORCA calculation (the ωB97M-V functional and the def2-TZVPD basis) on an isolated molecule of C2H3N3OS in a non-equilibrium geometry.

Properties
HOMO energy (alpha / beta) ... -7.8 / -8.2 eV
Largest force on an atom ... 0.0760 hartree/bohr
Energy relative to the best compared isomer or geometry (same formula, charge and spin) ... 444.3 kJ/mol
Frontier orbital gap (alpha / beta) ... 7.44 / 8.03 eV
2S+1 ... 1
M ... 117.13 g mol⁻¹

Element x y z (Å)
H1 1.066 -1.027 2.029
N1 0.298 -0.601 -1.072
N2 -0.779 -1.285 -1.338
C1 0.846 -0.416 1.178
H2 -0.714 -2.211 -0.813
N3 0.646 0.757 1.277
H3 -1.663 -0.701 -1.202
C2 0.184 1.675 0.441
S1 0.104 1.014 -1.262
O1 0.011 2.794 0.761


# 8
ORCA calculation (the ωB97M-V functional and the def2-TZVPD basis) on an isolated molecule of C2H3N3OS in a non-equilibrium geometry.

Properties
HOMO energy ... -9.5 eV
SMILES ... [H]/N=c1/ncon1S
Largest force on an atom ... 0.0351 hartree/bohr
Energy relative to the best compared isomer or geometry (same formula, charge and spin) ... 195.2 kJ/mol
Frontier orbital gap ... 9.82 eV
2S+1 ... 1
M ... 117.13 g mol⁻¹

Element x y z (Å)
N1 0.672 -1.779 0.109
H1 -1.557 2.058 0.169
H2 -1.785 -0.383 -1.443
N2 -1.196 -1.231 -1.275
S1 -0.434 1.800 -0.428
H3 2.245 -1.265 1.443
N3 -0.244 0.300 0.370
C1 1.334 -1.027 0.889
C2 -0.347 -0.959 -0.378
O1 0.936 0.211 1.148


# 9
ORCA calculation (the ωB97M-V functional and the def2-TZVPD basis) on an isolated molecule of C2H3N3OS in a non-equilibrium geometry.

Properties
HOMO energy ... -8.9 eV
SMILES ... On1cnc(S)n1
Largest force on an atom ... 0.0735 hartree/bohr
Energy relative to the best compared isomer or geometry (same formula, charge and spin) ... 196.6 kJ/mol
Frontier orbital gap ... 9.64 eV
2S+1 ... 1
M ... 117.13 g mol⁻¹

Element x y z (Å)
H1 -1.645 -0.739 -2.476
N1 0.396 0.709 0.534
O1 0.541 1.978 0.926
S1 -1.071 -1.747 -1.825
C1 0.524 -0.369 1.261
N2 0.186 -1.451 0.482
H2 0.912 -0.420 2.328
H3 0.597 2.421 -0.001
N3 -0.159 0.441 -0.655
C2 -0.280 -0.823 -0.574


# 10
ORCA calculation (the ωB97M-V functional and the def2-TZVPD basis) on an isolated molecule of C2H3N3S in a non-equilibrium geometry.

Properties
HOMO energy ... -8.8 eV
SMILES ... N=C=NNC=S
Largest force on an atom ... 0.0615 hartree/bohr
Energy relative to the best compared isomer or geometry (same formula, charge and spin) ... 225.1 kJ/mol
Frontier orbital gap ... 8.78 eV
2S+1 ... 1
M ... 101.13 g mol⁻¹

Element x y z (Å)
N1 -2.393 -0.667 0.220
H1 -3.163 -0.906 -0.329
C1 1.482 -0.351 0.119
H2 1.393 1.487 -0.382
S1 3.095 -0.294 -0.104
H3 0.808 -1.080 0.451
N2 0.784 0.821 0.030
N3 -0.563 0.907 0.065
C2 -1.443 0.083 -0.070


# 11
ORCA calculation (the ωB97M-V functional and the def2-TZVPD basis) on an isolated molecule of C2H3N3S in a non-equilibrium geometry.

Properties
HOMO energy ... -9.1 eV
SMILES ... Sc1cnn[nH]1
Largest force on an atom ... 0.0215 hartree/bohr
Energy relative to the best compared isomer or geometry (same formula, charge and spin) ... 85.7 kJ/mol
Frontier orbital gap ... 9.58 eV
2S+1 ... 1
M ... 101.13 g mol⁻¹

Element x y z (Å)
S1 -2.136 -0.250 -0.002
H1 -2.356 1.089 0.007
H2 0.315 2.043 -0.006
C1 0.492 0.949 -0.003
C2 -0.397 -0.101 0.011
N1 1.722 -0.834 0.003
N2 1.762 0.456 -0.002
N3 0.420 -1.180 -0.005
H3 0.178 -2.171 -0.003


# 12
ORCA calculation (the ωB97M-V functional and the def2-TZVPD basis) on the ion C2H3N4 with charge +1 in a non-equilibrium geometry.

Properties
HOMO energy ... -15.9 eV
SMILES ... [H]/N=C/C=N\[N+]#N
Largest force on an atom ... 0.0735 hartree/bohr
Energy relative to the best compared isomer or geometry (same formula, charge and spin) ... 0.0 kJ/mol
Frontier orbital gap ... 8.39 eV
2S+1 ... 1
Total charge ... +1
M ... 83.07 g mol⁻¹

Element x y z (Å)
C1 1.120 -0.131 0.057
H1 2.108 0.265 0.317
H2 0.505 1.948 -0.206
N1 -2.051 0.035 0.037
N2 0.830 -1.337 -0.138
H3 1.539 -2.054 -0.020
N3 -3.016 -0.508 0.104
N4 -1.156 0.848 -0.062
C2 0.120 0.934 -0.089


# 13
ORCA calculation (the ωB97M-V functional and the def2-TZVPD basis) on the ion C2H3N4 with charge +1 in a non-equilibrium geometry.

Properties
HOMO energy ... -16.1 eV
Largest force on an atom ... 0.0838 hartree/bohr
Energy relative to the best compared isomer or geometry (same formula, charge and spin) ... 300.2 kJ/mol
Frontier orbital gap ... 7.56 eV
2S+1 ... 1
Total charge ... +1
M ... 83.07 g mol⁻¹

Element x y z (Å)
H1 0.199 -0.238 1.041
N1 -2.374 1.034 -0.335
N2 -3.477 -0.547 0.228
C1 -0.044 0.023 -0.011
H2 0.385 1.022 -0.473
H3 0.061 -0.730 -0.783
C2 -1.379 0.409 -0.109
N3 -3.634 0.621 -0.171
N4 -2.660 -1.272 0.413


# 14
ORCA calculation (the ωB97M-V functional and the def2-TZVPD basis) on the ion C2H3N4 with charge +1 in a non-equilibrium geometry.

Properties
HOMO energy (alpha / beta) ... -13.8 / -14.6 eV
Largest force on an atom ... 0.1346 hartree/bohr
Energy relative to the best compared isomer or geometry (same formula, charge and spin) ... 69.7 kJ/mol
Frontier orbital gap (alpha / beta) ... 8.40 / 7.33 eV
2S+1 ... 3
Total charge ... +1
M ... 83.07 g mol⁻¹

Element x y z (Å)
N1 0.794 -1.319 0.327
N2 1.658 0.646 0.016
H1 -2.418 -0.529 0.668
H2 -1.608 -0.649 -1.032
N3 0.720 1.383 -0.116
C1 1.901 -0.511 0.194
H3 0.822 2.359 -0.389
C2 -0.320 -0.797 0.327
N4 -1.549 -0.584 0.004


# 15
ORCA calculation (the ωB97M-V functional and the def2-TZVPD basis) on a structure of composition C2H3N4O in a non-equilibrium geometry.

Properties
HOMO energy (alpha / beta) ... -16.5 / -16.5 eV
Largest force on an atom ... 0.0624 hartree/bohr
Energy relative to the best compared isomer or geometry (same formula, charge and spin) ... 523.5 kJ/mol
Frontier orbital gap (alpha / beta) ... 8.66 / 8.66 eV
2S+1 ... 1
Total charge ... +1
M ... 99.07 g mol⁻¹

Element x y z (Å)
H1 -2.613 -0.045 1.216
N1 -1.771 0.182 0.761
H2 3.188 0.588 -0.860
N2 0.333 -0.038 -0.253
C1 2.178 0.276 -0.468
H3 -1.473 1.199 0.954
C2 -1.085 -0.651 -0.041
N3 0.880 0.476 -1.215
N4 1.618 -0.331 0.486
O1 -1.255 -1.656 -0.579


# 16
ORCA calculation (the ωB97M-V functional and the def2-TZVPD basis) on an isolated molecule of C2H3N5O in a non-equilibrium geometry.

Properties
HOMO energy ... -9.3 eV
SMILES ... [H]/N=c1\nc(N)nno1
Largest force on an atom ... 0.1296 hartree/bohr
Energy relative to the best compared isomer or geometry (same formula, charge and spin) ... 367.2 kJ/mol
Frontier orbital gap ... 8.57 eV
2S+1 ... 1
M ... 113.08 g mol⁻¹

Element x y z (Å)
C1 1.069 -0.324 -0.081
O1 -1.272 1.031 0.092
N1 0.991 1.164 -0.075
H1 2.607 -1.795 -0.139
N2 0.026 -1.131 -0.113
H2 -2.090 -2.037 0.163
H3 3.146 -0.244 0.558
N3 2.344 -0.777 0.079
N4 -2.257 -1.087 0.028
C2 -1.198 -0.314 -0.011
N5 -0.063 1.782 -0.028


# 17
ORCA calculation (the ωB97M-V functional and the def2-TZVPD basis) on a cluster of 2 separate species, C2H3N5O in total in a non-equilibrium geometry.

Properties
HOMO energy ... -9.2 eV
Largest force on an atom ... 0.1497 hartree/bohr
Energy relative to the best compared isomer or geometry (same formula, charge and spin) ... 839.2 kJ/mol
Frontier orbital gap ... 7.79 eV
2S+1 ... 1
M ... 113.08 g mol⁻¹

Element x y z (Å)
C1 0.836 0.698 -0.117
N1 -0.133 1.153 -1.193
N2 -0.871 -1.056 0.465
N3 2.183 0.848 -0.228
N4 -1.135 0.371 -1.404
N5 0.174 -0.258 0.707
H1 2.348 1.640 -0.937
H2 -2.604 -0.990 -0.680
O1 0.896 -0.805 1.618
H3 -0.198 -0.758 2.481
C2 -1.495 -0.844 -0.713


# 18
ORCA calculation (the ωB97M-V functional and the def2-TZVPD basis) on an isolated molecule of C2H3N5O in a non-equilibrium geometry.

Properties
HOMO energy ... -9.2 eV
SMILES ... N/N=c1\nncno1
Largest force on an atom ... 0.1606 hartree/bohr
Energy relative to the best compared isomer or geometry (same formula, charge and spin) ... 710.3 kJ/mol
Frontier orbital gap ... 7.95 eV
2S+1 ... 1
M ... 113.08 g mol⁻¹

Element x y z (Å)
N1 -1.213 -0.788 0.082
O1 0.808 -1.139 -0.927
H1 2.705 0.273 1.446
H2 -3.126 -0.435 0.197
H3 -2.222 0.972 -0.451
N2 1.366 1.193 -0.277
N3 -2.162 0.088 0.283
N4 0.128 1.077 -0.534
N5 1.801 -1.051 0.240
C1 2.090 0.093 0.343
C2 -0.175 -0.281 -0.403


# 19
ORCA calculation (the ωB97M-V functional and the def2-TZVPD basis) on an isolated molecule of C2H3N5O2 in a non-equilibrium geometry.

Properties
HOMO energy ... -9.3 eV
SMILES ... [H]/N=c1/c(=O)nn[nH]n1O
Largest force on an atom ... 0.1427 hartree/bohr
Energy relative to the best compared isomer or geometry (same formula, charge and spin) ... 646.2 kJ/mol
Frontier orbital gap ... 8.35 eV
2S+1 ... 1
M ... 129.08 g mol⁻¹

Element x y z (Å)
N1 1.218 -0.019 0.272
H1 1.198 2.489 -0.594
N2 0.670 -1.416 0.188
H2 1.319 -1.945 0.741
C1 0.262 0.857 0.124
O1 2.462 0.059 -0.142
N3 -0.620 -1.824 -0.227
O2 -2.137 1.024 0.522
N4 -1.705 -1.015 -0.503
N5 0.155 2.005 -0.487
H3 3.016 0.268 0.778
C2 -1.289 0.212 0.098


# 20
ORCA calculation (the ωB97M-V functional and the def2-TZVPD basis) on a structure of composition C2H3N7O2 in a non-equilibrium geometry.

Properties
HOMO energy (alpha / beta) ... -19.2 / -19.2 eV
Largest force on an atom ... 0.0812 hartree/bohr
Energy relative to the best compared isomer or geometry (same formula, charge and spin) ... 182.7 kJ/mol
Frontier orbital gap (alpha / beta) ... 7.86 / 6.71 eV
2S+1 ... 1
Total charge ... +2
M ... 157.09 g mol⁻¹

Element x y z (Å)
O1 -0.193 1.711 -0.278
H1 -0.629 -2.589 -0.182
N1 -1.447 -1.983 -0.128
C1 -2.919 -0.295 -0.080
N2 -4.621 1.281 0.115
H2 1.905 0.379 0.291
H3 0.512 2.349 0.006
N3 -3.494 0.885 -0.084
N4 -3.499 -1.525 0.067
N5 0.048 0.472 -0.396
N6 -2.655 -2.457 0.012
O2 1.110 -0.125 -0.032
N7 -5.584 1.812 0.245
C2 -1.563 -0.642 -0.171